Record 1
{"formula": "C17H50N8O9", "method": "ωB97M-V/def2-TZVPD", "mol_weight_g_mol": 510.6, "smiles": "COCCNCCOC.COCCNCCOC.NC(N)=O.NC(N)=O.NC(N)=O.CO.CO", "total_charge": 0, "e_above_lowest_kcal_mol": 21.30, "species": ["C", "O", "C", "C", "N", "C", "C", "O", "C", "H", "H", "H", "H", "H", "H", "H", "H", "H", "H", "H", "H", "H", "H", "H", "C", "O", "C", "C", "N", "C", "C", "O", "C", "H", "H", "H", "H", "H", "H", "H", "H", "H", "H", "H", "H", "H", "H", "H", "N", "C", "N", "O", "H", "H", "H", "H", "N", "C", "N", "O", "H", "H", "H", "H", "N", "C", "N", "O", "H", "H", "H", "H", "C", "O", "H", "H", "H", "H", "C", "O", "H", "H", "H", "H"], "coordinates": [[-4.76978, -14.24010, 3.13588], [-3.44929, -14.52436, 2.74091], [-2.92914, -13.51994, 1.91997], [-1.46656, -13.81583, 1.59065], [-0.77856, -12.74065, 0.87905], [0.62170, -13.15786, 0.66505], [1.36469, -12.04609, -0.02844], [0.92608, -11.78758, -1.35182], [0.93487, -12.85128, -2.24849], [-4.86303, -13.47839, 3.91291], [-5.22875, -15.14744, 3.53021], [-5.36945, -13.97626, 2.25934], [-3.03103, -12.53322, 2.38534], [-3.39441, -13.50939, 0.92062], [-1.47272, -14.70489, 0.94451], [-0.96482, -14.04306, 2.53279], [-1.09176, -12.63765, -0.08245], [0.68566, -14.02661, -0.01038], [1.15745, -13.46036, 1.56346], [2.43616, -12.26117, -0.07388], [1.32112, -11.15033, 0.59245], [0.94829, -12.44988, -3.26514], [-0.00913, -13.41758, -2.28240], [1.75104, -13.56651, -2.13641], [7.25390, -8.24091, -5.87300], [8.62434, -8.53555, -6.01800], [9.12418, -9.10051, -4.82739], [10.63130, -9.32357, -4.95169], [10.91853, -10.73008, -5.30922], [12.33454, -11.06441, -5.44122], [12.79612, -11.01166, -6.89453], [12.16720, -12.08153, -7.58369], [12.53674, -12.13865, -8.95169], [6.84219, -7.85750, -6.80484], [7.09448, -7.45429, -5.12484], [6.64950, -9.09588, -5.55290], [8.62291, -10.03903, -4.56647], [8.94226, -8.45009, -3.96110], [11.00702, -9.18002, -3.93714], [11.17343, -8.71259, -5.67661], [10.58474, -10.93958, -6.24929], [12.49405, -12.12711, -5.21603], [12.98795, -10.48478, -4.78955], [13.87433, -11.15006, -7.02479], [12.48040, -10.05247, -7.32910], [11.79661, -12.74946, -9.45545], [13.56153, -12.49699, -9.07777], [12.53056, -11.11922, -9.35308], [4.18133, -17.16745, -3.98387], [4.47157, -15.99428, -3.35211], [3.39127, -15.36432, -2.79578], [5.62743, -15.58191, -3.27813], [4.92298, -17.76904, -4.28326], [3.23283, -17.48186, -3.95844], [3.58237, -14.43353, -2.46264], [2.48512, -15.68910, -3.06094], [6.92458, -11.20615, -2.55517], [5.95285, -11.53946, -1.68920], [5.70908, -12.87481, -1.58549], [5.25941, -10.66926, -1.11379], [7.52116, -11.88703, -3.03422], [7.14790, -10.22657, -2.62540], [5.11605, -13.15606, -0.81952], [6.26614, -13.57600, -2.04225], [4.90044, -12.53544, 1.65695], [4.38798, -13.81169, 1.62010], [4.85825, -14.63802, 2.58812], [3.60503, -14.16444, 0.73821], [4.51878, -11.83884, 1.03943], [5.59315, -12.41196, 2.36527], [5.61189, -14.39530, 3.19818], [4.52932, -15.58538, 2.62109], [8.65880, -13.70925, -4.84766], [8.87916, -12.62970, -3.94238], [8.95835, -14.65818, -4.40723], [7.60647, -13.75153, -5.14359], [9.17286, -13.49640, -5.79020], [9.54227, -12.03617, -4.32649], [5.65632, -7.40532, -1.18025], [6.71613, -8.31407, -0.98306], [6.06595, -6.39384, -1.17567], [5.08996, -7.58682, -2.09632], [4.99924, -7.43979, -0.30229], [6.35934, -9.22214, -0.91992]]}

---

Record 2
{"formula": "C17H51BN4O6V", "method": "ωB97M-V/def2-TZVPD", "mol_weight_g_mol": 469.4, "spin_multiplicity": 3, "total_charge": 1, "species": ["O", "V", "B", "H", "H", "H", "H", "C", "O", "H", "H", "H", "C", "C", "C", "O", "C", "N", "H", "H", "H", "H", "H", "H", "H", "H", "H", "H", "H", "C", "C", "C", "O", "C", "N", "H", "H", "H", "H", "H", "H", "H", "H", "H", "H", "H", "C", "C", "C", "O", "C", "N", "H", "H", "H", "H", "H", "H", "H", "H", "H", "H", "H", "C", "C", "C", "O", "C", "N", "H", "H", "H", "H", "H", "H", "H", "H", "H", "H", "H"], "coordinates": [[-1.67283, -2.87459, 3.39168], [-1.04941, -1.52878, 3.89460], [1.02124, -2.31610, 4.28552], [1.01696, -1.24049, 4.37091], [0.17282, -2.79143, 4.75293], [1.03846, -2.57775, 3.23886], [1.96554, -2.67469, 4.66494], [-1.04517, 0.34317, 1.01100], [-0.63272, -0.58303, 1.97202], [-2.09105, 0.08520, 0.84461], [-0.96093, 1.33512, 1.45486], [-0.56952, 0.30957, 0.03083], [3.48359, -0.65544, 0.57141], [3.55022, 0.43916, 1.63222], [3.63117, 1.76154, 0.87426], [4.65630, 1.82262, -0.12226], [4.58559, 2.97787, -0.99964], [2.43541, 0.36947, 2.56300], [4.49335, -0.89178, 0.23582], [2.91377, -0.47642, -0.34038], [3.07171, -1.57436, 0.98859], [4.49255, 0.44361, 2.18003], [3.74349, 2.57955, 1.58584], [2.73010, 1.96101, 0.29430], [5.08364, 2.81301, -1.95508], [5.11387, 3.79372, -0.50626], [3.59337, 3.36116, -1.23769], [1.56907, 0.08323, 2.12986], [2.63241, -0.46680, 3.09397], [0.06236, -4.26702, -2.18057], [0.66456, -3.00305, -1.53413], [0.07296, -1.75265, -2.22302], [0.24926, -1.84168, -3.62342], [0.01536, -0.61318, -4.31941], [0.47758, -2.92191, -0.08382], [0.53878, -4.47355, -3.13894], [-0.98926, -4.09525, -2.41010], [0.20095, -5.12768, -1.52625], [1.75014, -3.03644, -1.62631], [0.61351, -0.90245, -1.80701], [-0.96239, -1.68190, -1.88964], [0.94561, -0.04525, -4.33363], [-0.67743, 0.02177, -3.76714], [-0.35863, -0.85470, -5.31434], [-0.50028, -2.86984, 0.16354], [0.82389, -2.06341, 0.32009], [2.00263, 3.92893, 3.57440], [0.83659, 3.41640, 4.48808], [-0.48458, 3.83597, 3.89233], [-0.53705, 5.22972, 3.64875], [-1.86026, 5.61538, 3.27261], [0.99027, 1.95797, 4.49166], [2.97763, 3.61588, 3.94784], [1.95555, 5.01713, 3.61558], [1.84803, 3.60395, 2.54552], [0.97284, 3.77023, 5.51000], [-1.31856, 3.43080, 4.46541], [-0.57337, 3.40266, 2.89611], [-2.02977, 5.05081, 2.35576], [-1.87877, 6.69865, 3.15313], [-2.59337, 5.45102, 4.06232], [0.68486, 1.57793, 3.60714], [1.98262, 1.78415, 4.42003], [-3.64006, -1.77915, -6.31597], [-3.46525, -2.31686, -4.93588], [-4.00992, -1.38074, -3.78526], [-3.81704, -2.03262, -2.46164], [-4.02600, -1.07621, -1.43470], [-4.15463, -3.59191, -4.87775], [-4.68385, -1.60267, -6.57565], [-3.33185, -2.51936, -7.05435], [-3.06860, -0.88995, -6.58218], [-2.38846, -2.41410, -4.79736], [-5.07027, -1.17280, -3.92853], [-3.47553, -0.43078, -3.77541], [-4.02250, -1.49705, -0.42923], [-5.02290, -0.63600, -1.45747], [-3.28619, -0.27603, -1.41278], [-3.65132, -4.00322, -5.65080], [-3.76082, -4.06731, -4.07836]]}

---

no.,total energy (Eh)
1,-1792.91941
2,-2316.99334